(1)
ORCA calculation (the ωB97M-V functional and the def2-TZVPD basis) on a structure of composition C26H26N10Os.

The geometry in XYZ format:
```
63
Properties=species:S:1:pos:R:3:forces:R:3:lowdin_spin:R:1
Os 0.54566 -0.44338 -0.62044 -0.2787 0.2742 -0.4478 2.4365
C -0.16929 0.46593 3.08379 0.0602 -0.0132 -0.0959 0.0058
N 0.59111 -0.47253 2.22880 -0.0014 0.0508 -0.0286 0.0578
C 0.25251 -1.88318 2.48611 -0.0825 -0.0247 -0.0437 0.0036
C -0.61283 -2.51805 1.42059 -0.0313 -0.0721 0.0675 0.0164
C -1.38349 -3.62610 1.73344 0.0195 0.0114 0.0019 0.0040
C -2.08423 -4.29274 0.73980 -0.0276 0.0027 -0.0592 0.0133
C -2.00360 -3.83306 -0.57147 0.0343 0.0030 0.0922 0.0014
C -1.24311 -2.71587 -0.82251 -0.1568 -0.1010 -0.0293 0.0276
N -0.56522 -2.06128 0.15287 -0.0509 0.2292 -0.1099 0.0606
C 2.04073 -0.23360 2.29353 0.0561 0.0401 0.0077 0.0038
C 2.82211 -1.05739 1.29502 0.0637 -0.0048 0.1178 0.0171
C 4.09331 -1.49205 1.62402 -0.0452 -0.0790 -0.0208 -0.0023
C 4.81334 -2.27568 0.73194 -0.0459 0.0410 0.0117 0.0263
C 4.20865 -2.66347 -0.46019 0.0586 -0.0193 0.0688 0.0015
C 2.94905 -2.19244 -0.73910 0.0217 -0.1104 0.0341 0.0275
N 2.26983 -1.36481 0.09608 0.1957 0.1166 -0.2085 0.0225
C -0.90345 1.55117 2.28107 -0.1481 -0.2591 0.0612 0.0102
C -2.17543 2.15105 2.80745 -0.0020 0.0433 -0.0303 0.0266
C -3.24847 2.49921 2.09168 0.0381 -0.0148 -0.0837 0.0316
C -3.48350 2.17189 0.61655 -0.1744 -0.0014 0.1414 0.0647
C -2.98723 0.78116 0.34980 -0.0066 -0.0775 -0.0634 0.6556
N -0.66350 1.40738 0.90067 0.0551 -0.1777 0.1679 0.0821
H 0.44710 0.89964 3.87727 -0.0116 0.0333 -0.0193 0.0010
H -0.97327 -0.07874 3.58068 0.0059 0.0154 0.0548 0.0004
H -0.24528 -2.00569 3.44908 0.0379 -0.0178 0.0254 0.0004
H 1.16943 -2.47583 2.55596 0.0035 0.0319 -0.0076 0.0008
H -1.42091 -3.97596 2.75745 0.0027 0.0088 0.0038 0.0007
H -2.68659 -5.16020 0.97923 0.0261 -0.0129 0.0190 0.0006
H -2.51877 -4.33315 -1.37975 -0.0121 0.0260 -0.0116 -0.0003
H -1.17538 -2.31369 -1.82816 0.0388 0.0163 0.0313 0.0075
H 2.43418 -0.46033 3.29077 0.0286 0.0457 -0.0072 0.0008
H 2.24721 0.82725 2.11631 -0.0581 0.0100 0.0015 0.0007
H 4.51207 -1.23411 2.58818 0.0116 0.0197 -0.0090 -0.0005
H 5.81737 -2.60013 0.97566 -0.0124 -0.0350 0.0062 0.0012
H 4.71150 -3.32648 -1.15107 -0.0389 0.0116 -0.0376 -0.0003
H 2.43670 -2.49625 -1.64457 -0.0169 0.0616 -0.0159 0.0062
H -2.15280 2.37412 3.86984 -0.0182 -0.0135 0.0005 0.0010
H -4.07630 2.96927 2.61164 0.0199 0.0059 0.0291 0.0023
H -4.49026 2.44192 0.30017 0.0274 0.0169 -0.0464 0.0117
H -3.37887 -0.21067 0.51032 0.0168 0.0011 0.0314 0.0301
N -0.13854 2.60053 1.49404 0.2533 0.4424 -0.0256 0.0125
C -1.71356 1.35916 -0.15517 0.0204 0.0970 0.0899 0.0838
N -2.36273 2.66005 -0.30197 0.1489 0.0530 -0.0107 0.0304
C -2.42172 3.15301 -1.58475 -0.0571 -0.0801 0.1301 0.0092
N -3.27990 4.07776 -1.91535 -0.0866 -0.0174 0.0102 0.0107
N -1.51221 2.74239 -2.49620 0.0930 0.0403 -0.2099 0.0310
C -0.81777 1.65903 -2.27239 -0.0755 0.1019 0.1231 0.0152
N -0.97823 0.81883 -1.23483 0.1388 -0.3126 -0.0926 0.0605
C 0.32644 1.29012 -3.11497 0.0159 0.0169 -0.2593 0.0105
C 0.50747 1.75847 -4.39555 0.0077 -0.0060 0.1294 0.0016
C 1.62661 1.33204 -5.11058 0.0125 0.0048 -0.0081 0.0208
C 2.53058 0.48576 -4.49178 -0.0448 0.0613 -0.0077 -0.0026
C 2.29408 0.07374 -3.18799 0.1820 0.0432 -0.0244 0.0260
N 1.20453 0.44686 -2.50468 -0.1260 -0.2493 0.6021 0.0271
H -0.64141 3.48201 1.34057 -0.1237 -0.0805 -0.0065 0.0006
H 0.87726 2.69331 1.50730 0.0085 -0.1269 -0.0333 0.0018
H -3.94930 4.47319 -1.26935 0.0117 -0.0028 0.0108 0.0002
H -3.27307 4.44326 -2.86107 0.0413 -0.0206 -0.0145 0.0001
H -0.21868 2.44040 -4.81653 -0.0056 -0.0137 -0.0270 -0.0001
H 1.78405 1.66720 -6.12792 0.0263 -0.0057 0.0013 0.0009
H 3.42202 0.14830 -5.00295 0.0072 -0.0077 0.0149 -0.0002
H 3.01404 -0.54859 -2.67637 -0.0511 -0.0198 0.0085 0.0016
```
Forces are in eV/Å.

Values from the calculation:
* total energy: -1642.99305 Eh
* orbital gap (spin up / spin down): 8.50 / 7.27 eV
* spin multiplicity: 5
* total charge: +4
* ⟨S²⟩: 6.020
* largest force on an atom: 0.0129 Eh/bohr
* LUMO energy (spin up / spin down): -11.89 / -13.65 eV
* HOMO level (spin up / spin down): -20.39 / -20.92 eV

=====

(2)
ORCA calculation (the ωB97M-V functional and the def2-TZVPD basis) on a structure of composition C26H26N4O2SZr at a distorted geometry.

The geometry in XYZ format:
```
60
Properties=species:S:1:pos:R:3:forces:R:3:lowdin_charge:R:1
N 1.02795 3.59997 0.87827 -1.0205 0.9819 -0.4475 0.1269
C 0.71424 4.71257 0.74421 0.6958 -1.5387 0.2454 -0.2428
C 0.37802 6.11483 0.58548 -0.1152 0.3212 -0.1329 -0.0354
H -0.69394 6.22198 0.38294 0.2213 0.0220 0.0453 0.0913
H 0.93909 6.53596 -0.25642 -0.0751 -0.0679 0.1778 0.1099
H 0.63234 6.66768 1.49360 0.0010 -0.0762 -0.0997 0.1097
N 3.79241 -0.55641 -0.95658 0.0095 -1.6301 0.1340 0.1292
C 4.24011 -1.61165 -0.75581 -0.7033 1.6592 -0.5230 -0.2343
C 4.73173 -2.95106 -0.53548 0.3542 -0.6149 0.1848 -0.0331
H 5.34764 -3.28517 -1.37951 -0.2033 0.1090 0.1166 0.1136
H 3.87613 -3.63184 -0.40859 0.3585 0.1391 -0.0682 0.0890
H 5.35690 -2.99457 0.36342 -0.1428 0.0665 -0.1249 0.1106
N -3.71961 -1.93899 -0.45097 1.1087 0.4995 0.3627 0.1039
C -4.62882 -2.47231 0.03088 0.6933 0.4652 -0.9476 -0.2001
C -5.80660 -3.14058 0.51060 -0.3761 -0.2122 0.3036 0.0037
H -5.52683 -3.91094 1.23776 -0.0696 0.0895 -0.0982 0.1200
H -6.33248 -3.61192 -0.32979 0.1439 0.0895 0.0947 0.1302
H -6.47397 -2.41201 0.98522 0.0836 -0.1091 -0.0524 0.1227
Zr -1.22392 -0.59748 -0.93598 -7.6553 -5.9488 13.3148 1.6682
C 0.45275 -1.85678 0.19430 4.3789 -2.8005 3.5231 0.0582
O 1.28196 -2.35550 0.83387 -4.1330 2.3790 -3.2205 0.2096
C 3.19999 0.71321 1.47792 -0.6161 -1.2878 0.8877 0.0433
O 2.77276 -0.23126 1.96605 0.6860 1.5259 -0.7996 -0.0342
C -0.06155 1.14527 -1.49842 1.9030 1.2415 -1.7858 -0.1053
C -1.40572 1.33898 -1.94039 0.3313 1.7054 -1.1138 -0.0687
C -2.03358 0.34839 -2.75134 0.1080 0.9854 -2.1762 -0.0681
C -1.31448 -0.82210 -3.12578 0.4518 0.5312 -2.6143 -0.0622
C 0.00709 -1.04081 -2.65304 1.2669 0.0007 -1.8567 -0.0961
C 0.63493 -0.05643 -1.81760 1.7886 2.1236 -2.3505 -0.1553
H 0.47138 1.90100 -0.92158 -0.1133 0.2066 0.1228 0.1293
H -1.94157 2.25541 -1.67360 0.1893 -0.2543 -0.0911 0.1766
H -3.05654 0.51669 -3.10338 0.1974 -0.1834 0.1072 0.1835
H -1.76435 -1.56695 -3.78943 -0.0625 0.1557 0.1955 0.1855
H 0.56533 -1.94667 -2.92813 -0.2113 0.3305 0.0428 0.1873
H 1.67442 -0.16699 -1.51047 0.4882 -0.1224 0.1509 0.1046
N -1.13584 0.60799 0.93333 1.3319 -0.9894 -3.0249 -0.3362
S -2.07231 0.28262 2.22954 -0.1953 0.2680 2.8614 1.1457
C -0.98716 -0.68429 3.31680 -0.2360 -0.5383 -0.2416 -0.4124
C 0.25121 -0.19245 3.71644 0.6463 0.1858 -0.0533 -0.0798
C 1.13672 -1.04724 4.38375 -0.3917 0.6290 -0.0165 -0.0214
C 0.74886 -2.34473 4.70236 0.0353 -0.1741 -0.0164 0.0115
C -0.51776 -2.80983 4.34430 -0.3901 0.0528 -0.0739 -0.0121
C -1.39246 -1.98291 3.64079 -0.2200 -0.2675 -0.5219 -0.0715
C -2.06266 1.86077 3.09312 -0.5162 0.7654 0.4024 -0.3927
C -2.18507 3.05814 2.37767 -0.0264 0.1990 -0.1888 -0.0883
C -2.24040 4.27950 3.06060 0.1114 -0.3365 -0.1090 -0.0257
C -2.19479 4.30517 4.46052 -0.0822 0.0229 -0.0842 0.0113
C -2.12990 3.10738 5.18480 0.0118 -0.3529 -0.4693 0.0085
C -2.07977 1.88897 4.49592 0.1409 -0.2844 0.1786 -0.0495
H -0.41809 1.31500 1.14583 -0.1468 0.3932 -0.1256 0.0432
H 0.51255 0.84497 3.51598 0.1568 -0.1785 0.0360 0.1269
H 2.11599 -0.67959 4.68152 -0.2199 -0.0255 -0.0433 0.1364
H 1.44060 -3.00222 5.23216 -0.2193 0.1802 -0.1316 0.1452
H -0.83112 -3.81633 4.61270 0.0417 0.2059 -0.0096 0.1378
H -2.37644 -2.32485 3.31329 0.2634 -0.0914 0.2528 0.1169
H -2.22648 3.03811 1.29064 -0.0540 0.1536 0.1337 0.0965
H -2.32285 5.21126 2.49064 0.0072 -0.4151 0.2769 0.1276
H -2.23264 5.26289 4.99136 0.0096 -0.4040 -0.2264 0.1437
H -2.11631 3.10721 6.27776 -0.0334 0.0071 -0.4128 0.1430
H -2.04271 0.95207 5.04495 0.0132 0.2126 0.1005 0.1246
```
Forces are in eV/Å.

Values from the calculation:
* total energy: -1819.34056 Eh
* orbital gap (spin up / spin down): 3.07 / 3.07 eV
* spin multiplicity: 1
* total charge: +4
* largest force on an atom: 0.3203 Eh/bohr
* energy relative to the best compared isomer or geometry (same formula, charge and spin): 29.1 kJ/mol
* LUMO energy (spin up / spin down): -16.84 / -16.83 eV
* HOMO level (spin up / spin down): -19.91 / -19.91 eV

=====

(3)
ORCA calculation (the ωB97M-V functional and the def2-TZVPD basis) on a structure of composition C26H26N6OPtSSb.

The geometry in XYZ format:
```
62
Properties=species:S:1:pos:R:3:forces:R:3:lowdin_spin:R:1
Pt -0.03565 0.64294 0.27113 0.0462 0.0665 -0.1270 0.6361
C -1.90632 -1.49726 -4.16049 0.0011 -0.0035 -0.0007 0.0001
C -0.98737 -0.44338 -3.62128 -0.0076 0.0349 0.0506 0.0006
C -0.26212 0.39407 -4.46368 0.0001 0.0080 -0.0226 -0.0006
C 0.57166 1.34409 -3.90606 0.0066 -0.0100 0.0240 0.0018
C 0.68419 1.42995 -2.52234 -0.0338 -0.0034 -0.0803 0.0079
C -0.06966 0.54979 -1.75497 -0.0196 -0.0510 0.0601 0.0179
N -0.88636 -0.34105 -2.28947 -0.0034 -0.0008 -0.0697 -0.0019
Sb 1.17666 3.63567 1.11720 -0.0221 -0.0575 0.0479 0.0248
C 0.71050 2.29451 2.73118 0.0024 -0.0391 -0.0656 0.0041
C 0.98265 2.75400 4.00280 0.0168 0.0512 -0.0387 0.0004
C 0.69333 1.93883 5.08850 0.0034 -0.0003 0.0826 -0.0001
C 0.14078 0.70386 4.84618 -0.0137 0.0092 -0.0356 -0.0002
C -0.11913 0.28757 3.53938 0.0378 0.1236 -0.0055 -0.0005
C -0.72416 -1.05900 3.32340 0.0358 -0.0652 -0.0737 -0.0004
N 0.16646 1.08085 2.48710 -0.0148 -0.1185 0.1907 0.0027
C 2.33716 2.08151 0.12364 0.0667 0.0875 0.0813 0.0437
C 3.59883 2.50907 -0.22758 0.0442 -0.0047 -0.0350 0.0080
C 4.57938 1.55973 -0.52220 -0.0382 0.0546 0.0085 0.0005
C 4.26228 0.22998 -0.39862 -0.0268 -0.0385 0.0218 0.0006
C 2.96601 -0.15811 -0.04864 0.0707 -0.1403 -0.0310 -0.0009
C 2.62874 -1.60070 0.10468 0.0001 0.0218 -0.0621 -0.0008
N 2.02482 0.76459 0.16468 -0.1708 0.0965 0.0758 0.0220
H -2.41498 -1.15986 -5.06292 0.0036 -0.0065 -0.0005 0.0000
H -2.64087 -1.78205 -3.40907 0.0015 0.0040 -0.0008 0.0000
H -1.33804 -2.39178 -4.42368 -0.0018 -0.0044 0.0021 0.0001
H -0.35897 0.29853 -5.53695 0.0041 0.0034 0.0013 0.0000
H 1.14093 2.01464 -4.53737 -0.0051 -0.0022 -0.0078 0.0003
H 1.33751 2.16912 -2.08359 -0.0063 0.0080 0.0007 0.0008
H 1.41160 3.73626 4.15435 0.0031 0.0012 -0.0234 0.0002
H 0.89698 2.27011 6.09814 -0.0068 -0.0111 0.0025 0.0000
H -0.10190 0.03703 5.66106 0.0004 -0.0004 0.0039 0.0000
H -0.83056 -1.58055 4.27066 -0.0043 0.0044 0.0067 0.0000
H -0.10594 -1.66550 2.66350 -0.0098 -0.0117 -0.0107 -0.0002
H -1.71048 -0.97289 2.87211 -0.0234 0.0131 0.0137 -0.0001
H 3.83003 3.56605 -0.25829 0.0016 -0.0018 0.0014 -0.0001
H 5.57528 1.86746 -0.81186 0.0003 0.0069 0.0049 0.0004
H 5.00346 -0.53861 -0.56858 -0.0010 -0.0027 -0.0025 0.0001
H 3.48607 -2.14102 0.50200 -0.0037 -0.0149 -0.0038 -0.0001
H 2.38817 -2.03329 -0.86919 -0.0068 0.0149 0.0050 -0.0001
H 1.78443 -1.72944 0.77663 0.0172 0.0158 0.0326 -0.0007
O -2.05547 1.15458 0.29157 0.0633 -0.0881 0.1024 0.0174
N -2.40894 1.92672 -0.74874 0.0224 0.0305 -0.1090 0.0017
C -3.18580 1.38053 -1.69742 0.0274 0.0387 0.0034 0.0068
C -3.56730 2.11590 -2.79554 -0.0211 -0.0708 -0.0038 -0.0004
C -3.11801 3.41895 -2.92097 0.0047 0.0661 -0.0366 0.0070
C -2.32369 3.96372 -1.92618 0.0258 0.0655 0.0553 0.0004
C -1.97536 3.21486 -0.81405 -0.0635 -0.2238 0.0187 0.0077
S -1.24092 3.93878 0.59404 0.0243 0.1470 -0.0853 0.0282
H -3.45321 0.34886 -1.53716 0.0120 -0.0080 0.0234 0.0003
H -4.19940 1.65683 -3.54169 -0.0006 0.0003 0.0051 -0.0001
H -3.39470 4.01492 -3.77991 0.0052 0.0044 0.0034 0.0003
H -1.98333 4.98778 -1.97528 0.0025 -0.0031 0.0032 -0.0001
N -2.20673 -1.52934 0.45413 0.0228 -0.0051 -0.1060 0.0085
C -2.68719 -2.74732 0.15930 -0.0286 0.0219 0.1004 0.0003
C -1.61904 -3.52169 -0.22771 0.0365 0.0012 -0.0143 0.0046
C -0.51587 -2.66762 -0.15893 0.0358 -0.0243 0.0372 0.0079
N -0.87928 -1.46128 0.26426 -0.0667 0.0175 0.0228 0.1409
H -2.70370 -0.67478 0.66301 -0.0035 -0.0205 -0.0076 0.0001
H -3.73402 -2.97686 0.26891 0.0005 0.0044 -0.0067 0.0005
H -1.62787 -4.56028 -0.50643 -0.0028 0.0108 -0.0264 0.0010
H 0.50521 -2.89028 -0.40311 -0.0405 -0.0014 -0.0006 0.0002
```
Forces are in eV/Å.

Values from the calculation:
* total energy: -2167.31520 Eh
* orbital gap (spin up / spin down): 7.89 / 7.05 eV
* spin multiplicity: 2
* total charge: +2
* ⟨S²⟩: 0.754
* largest force on an atom: 0.0045 Eh/bohr
* energy relative to the best compared isomer or geometry (same formula, charge and spin): 27.4 kJ/mol
* LUMO energy (spin up / spin down): -6.42 / -7.34 eV
* HOMO level (spin up / spin down): -14.32 / -14.39 eV